{"formula": "C8H9F3NO7Pt", "method": "ωB97M-V/def2-TZVPD", "species": ["Pt", "O", "C", "C", "N", "C", "C", "O", "O", "C", "C", "O", "O", "H", "H", "H", "H", "H", "H", "H", "H", "H", "F", "C", "F", "F", "C", "O", "O"], "positions_angstrom": [[0.27544, -0.21875, -0.74570], [1.85583, 0.62823, 1.74396], [0.92008, 1.66040, 1.94034], [-0.52610, 1.32429, 1.61080], [-0.88328, 1.14044, 0.17729], [-0.75998, 2.42119, -0.55173], [0.64755, 2.53951, -1.18729], [1.17868, 3.63387, -1.23883], [1.09775, 1.43522, -1.67888], [-2.20730, 0.46568, 0.12027], [-2.03110, -1.01452, 0.54092], [-2.87028, -1.54954, 1.23798], [-0.95974, -1.58175, 0.06898], [1.52907, -0.19080, 2.13170], [1.27397, 2.50453, 1.34553], [0.90682, 1.98469, 2.99031], [-1.14094, 2.15005, 1.99195], [-0.83013, 0.42089, 2.14466], [-0.94125, 3.27296, 0.10641], [-1.49410, 2.43535, -1.35755], [-2.55547, 0.49765, -0.91097], [-2.93732, 0.95343, 0.77260], [1.44946, -5.17960, -2.04991], [1.80540, -4.04165, -1.43953], [1.66686, -4.24394, -0.11637], [3.11993, -3.86835, -1.67399], [0.95689, -2.82482, -1.90658], [0.01136, -3.01420, -2.63629], [1.44189, -1.74048, -1.43010]], "e_tot_ev": -35667.429, "lumo_energy_ev": 2.693, "charge": -1, "homo_energy_ev": -5.725, "e_above_lowest_kcal_mol": 17.7}

{"formula": "C7H56N2O23", "method": "ωB97M-V/def2-TZVPD", "species": ["N", "C", "C", "C", "O", "C", "O", "C", "C", "O", "C", "N", "H", "H", "H", "H", "H", "H", "H", "H", "H", "H", "H", "H", "H", "H", "H", "H", "O", "H", "H", "O", "H", "H", "O", "H", "H", "O", "H", "H", "O", "H", "H", "O", "H", "H", "O", "H", "H", "O", "H", "H", "O", "H", "H", "O", "H", "H", "O", "H", "H", "O", "H", "H", "O", "H", "H", "O", "H", "H", "O", "H", "H", "O", "H", "H", "O", "H", "H", "O", "H", "H", "O", "H", "H", "O", "H", "H"], "positions_angstrom": [[2.27806, 2.72550, 0.16543], [0.83654, 2.91344, -0.08790], [0.14787, 1.59219, -0.34560], [-0.01955, 0.70316, 0.88428], [-0.12144, -0.68464, 0.45876], [0.36984, -1.61004, 1.28192], [-0.34501, -2.50025, 1.58963], [1.76102, -1.58393, 1.85856], [2.92839, -1.30446, 0.88689], [2.56125, -0.70797, -0.32516], [3.93645, -0.38016, 1.53078], [4.35900, -0.88185, 2.84600], [2.78364, 3.22822, -0.54879], [2.52520, 3.14467, 1.05281], [0.75692, 3.46575, -1.01951], [0.34640, 3.51885, 0.67128], [-0.82398, 1.72873, -0.77886], [0.77293, 1.02906, -1.01848], [0.77152, 0.89662, 1.60042], [-0.94477, 1.00802, 1.34415], [1.73382, -0.93080, 2.72483], [1.91828, -2.57300, 2.25319], [3.45676, -2.21556, 0.67255], [2.24110, -1.39688, -0.92171], [3.59848, 0.65127, 1.52549], [4.80206, -0.40585, 0.87996], [3.59004, -0.84770, 3.50565], [5.01948, -0.21587, 3.22684], [-1.10540, -3.80456, 4.22008], [-1.60676, -4.62253, 4.12420], [-1.14950, -3.39782, 3.34429], [2.74343, -3.84245, -0.54973], [3.38976, -4.42385, -0.97951], [2.03231, -4.43477, -0.28387], [-1.33884, 1.69535, -3.00987], [-1.76257, 0.82653, -3.02646], [-1.45673, 2.06103, -3.89657], [-2.80789, -0.83428, -3.74774], [-3.19108, -1.71572, -3.63968], [-3.02377, -0.58318, -4.65256], [3.63478, -4.59052, 3.33911], [2.67853, -4.49482, 3.40930], [3.94841, -3.70442, 3.10814], [1.47523, 4.41586, -3.10326], [1.21317, 5.26423, -3.47103], [1.07828, 3.76446, -3.69758], [0.17900, 3.24560, -5.45438], [0.02597, 3.79645, -6.23328], [0.81784, 2.58284, -5.74220], [-0.68439, 6.25350, -2.58930], [-0.40787, 6.47857, -1.69469], [-1.34982, 5.56468, -2.46403], [-2.07519, -5.78174, 6.78875], [-2.12149, -4.87204, 6.47262], [-1.23499, -6.10842, 6.44896], [-3.32655, 3.70572, -2.46475], [-3.43428, 4.26210, -3.24387], [-2.71752, 2.99766, -2.74749], [-0.81098, -0.55904, 4.19279], [-1.03770, -1.07121, 4.97792], [-0.90660, -1.18852, 3.46937], [5.46083, -5.54244, 0.98460], [4.75916, -5.75547, 1.61262], [6.26327, -5.55951, 1.51610], [-2.63530, 1.34370, 2.92628], [-3.32133, 1.88474, 3.34042], [-2.25168, 0.81934, 3.64250], [-3.99956, 4.05507, 3.16822], [-4.74116, 4.09734, 2.55797], [-3.24135, 4.27100, 2.61636], [-3.10048, -3.83225, -3.04696], [-3.71676, -4.08354, -2.34889], [-2.26669, -3.68688, -2.58470], [3.78351, -5.68799, -2.44081], [3.75803, -5.14937, -3.23964], [4.33221, -6.44438, -2.67430], [-0.22849, 6.15535, -5.94752], [-0.26585, 6.10290, -4.98270], [0.65621, 6.48849, -6.13388], [-4.49751, 5.14545, 0.71781], [-4.69241, 6.01597, 0.35430], [-4.87325, 4.53215, 0.07397], [-2.34927, -1.53679, -0.95347], [-1.60224, -1.31135, -0.37830], [-2.94475, -0.78308, -0.87044], [-5.22027, -2.61612, -0.41424], [-4.28767, -2.36529, -0.44052], [-5.68426, -1.80828, -0.17186]], "e_tot_ev": -58241.362, "lumo_energy_ev": 0.008, "charge": 0, "homo_energy_ev": -8.958}

{"formula": "C3H9N3O", "method": "ωB97M-V/def2-TZVPD", "species": ["O", "C", "N", "C", "N", "C", "N", "H", "H", "H", "H", "H", "H", "H", "H", "H"], "positions_angstrom": [[-1.07310, -0.57233, 1.38111], [-0.17775, 0.08486, 0.72283], [0.27400, -0.17618, -0.53908], [-0.22156, -1.43813, -1.14368], [0.96543, -2.29962, -1.25316], [0.41479, 1.48186, 1.19118], [-0.53464, 2.72847, 1.22184], [0.34051, 0.51587, -1.26221], [-0.99893, -2.03007, -0.44518], [-0.76615, -1.27906, -2.02961], [0.77819, -3.17686, -0.81344], [1.20647, -2.47935, -2.23520], [1.27363, 1.44196, 0.52245], [0.79378, 1.45852, 2.20058], [-1.03970, 3.04401, 2.09182], [-1.23498, 2.69604, 0.38974]], "e_tot_ev": -9773.136, "lumo_energy_ev": 0.760, "smiles": "NCNC(=O)CN", "charge": 0, "homo_energy_ev": -8.971, "e_above_lowest_kcal_mol": 55.4}

{"formula": "C30H22N3O4PtS3", "method": "ωB97M-V/def2-TZVPD", "species": ["Pt", "C", "O", "C", "C", "C", "C", "C", "C", "N", "N", "C", "C", "O", "C", "C", "C", "C", "C", "C", "C", "C", "H", "H", "H", "H", "H", "H", "H", "H", "H", "H", "H", "H", "H", "O", "C", "C", "C", "C", "C", "S", "C", "C", "C", "C", "S", "C", "C", "C", "C", "S", "H", "H", "H", "H", "H", "H", "H", "H", "H", "O", "N"], "positions_angstrom": [[-0.01326, 0.53983, 0.12603], [-0.65839, 0.15914, -2.93503], [-1.15827, 0.33192, -1.58533], [-2.51351, 0.17292, -1.27334], [-3.52389, 0.14319, -2.21341], [-4.83257, -0.02010, -1.77673], [-5.12311, -0.14581, -0.42735], [-4.10645, -0.10138, 0.51026], [-2.79663, 0.05619, 0.08490], [-1.69209, 0.10647, 0.97973], [-1.87098, -0.21508, 2.18366], [-0.89220, -0.18457, 3.10345], [0.39192, 0.40560, 2.92172], [0.83274, 0.93985, 1.82522], [1.27433, 0.49802, 4.03632], [0.91956, -0.00349, 5.24110], [-0.34092, -0.63992, 5.46569], [-0.66726, -1.16832, 6.72704], [-1.87628, -1.78243, 6.93095], [-2.78456, -1.88436, 5.86965], [-2.48261, -1.37646, 4.62794], [-1.25439, -0.73591, 4.40362], [-1.45255, -0.20927, -3.57104], [0.13232, -0.58474, -2.88839], [-0.29029, 1.12116, -3.28077], [-3.32843, 0.26486, -3.26721], [-5.62931, -0.03596, -2.50736], [-6.14676, -0.26527, -0.10172], [-4.30863, -0.18216, 1.56831], [2.22949, 0.97481, 3.86908], [1.60996, 0.06745, 6.07350], [0.05116, -1.08211, 7.53278], [-2.12840, -2.18903, 7.90060], [-3.73668, -2.37444, 6.02540], [-3.18854, -1.47590, 3.81637], [0.61191, -1.59124, 0.69436], [1.50043, -2.28227, -0.15434], [0.78890, -2.77716, -1.39481], [1.31470, -3.33120, -2.52684], [0.31601, -3.77583, -3.43434], [-0.94174, -3.57547, -2.95133], [-0.92171, -2.86411, -1.39835], [2.57806, -1.23930, -0.47424], [3.36776, -0.85489, -1.75402], [4.60982, -0.15385, -1.39068], [4.73320, 0.04091, -0.07673], [3.47497, -0.60065, 0.94217], [2.06326, -3.45016, 0.61503], [3.31854, -3.97599, 0.54572], [3.46243, -5.14141, 1.34645], [2.31186, -5.46142, 1.99773], [1.04481, -4.37295, 1.64002], [2.37581, -3.46558, -2.68865], [0.52397, -4.23522, -4.38928], [-1.87817, -3.83029, -3.42141], [3.27120, -1.44872, -2.65456], [5.33867, 0.15277, -2.12455], [5.55378, 0.55792, 0.40047], [4.11766, -3.54961, -0.04577], [4.37935, -5.70393, 1.43821], [2.14439, -6.27909, 2.67989], [1.74647, 0.96448, -1.04357], [2.10209, -0.22324, -1.37553]], "e_tot_ev": -79867.109, "lumo_energy_ev": [-3.811, -4.849], "multiplicity": 3, "s_squared": 2.014, "charge": 1, "homo_energy_ev": [-10.636, -10.652]}